1.
C35H55BBrN10O7PbS4SbSe4 | ωB97M-V/def2-TZVPD

```
! RIJCOSX wB97M-V def2-TZVPD def2/J DEFGRID3
* xyz -2 1
Pb 0.09652 -0.65565 1.12182
C 0.00162 3.95550 2.23537
C 0.99658 3.37971 3.24000
C 1.56315 4.55619 4.05796
C 0.31349 2.36478 4.16061
N 2.11172 2.69610 2.57480
C 3.26495 2.39488 3.26731
C 4.03399 1.62709 2.47459
N 3.37529 1.42438 1.29493
B 4.04275 0.56672 0.20740
N 4.37747 -0.83613 0.74545
C 5.37525 -1.56867 0.16165
C 5.29171 -2.83480 0.60859
N 4.22365 -2.91429 1.47173
C 3.68126 -1.66844 1.55997
S 2.51657 -1.14567 2.66940
C 3.78843 -4.21666 1.99790
C 4.78670 -4.64329 3.08003
C 2.38372 -4.19582 2.58306
C 3.77628 -5.21507 0.83162
N 3.23539 0.45751 -1.10717
C 3.29424 1.44744 -2.04911
C 2.72771 0.99892 -3.18376
N 2.28591 -0.29260 -2.96815
C 2.58222 -0.58604 -1.65829
S 2.08755 -1.95725 -0.82750
C 2.08443 -1.25581 -4.06569
C 3.43456 -1.94925 -4.29404
C 1.67488 -0.50143 -5.33610
C 1.01043 -2.30529 -3.78074
C 2.18606 2.05332 1.37156
S 1.06571 2.05772 0.11691
H -0.74585 4.54977 2.76184
H 0.51262 4.58444 1.50615
H -0.50742 3.15643 1.70959
H 0.74947 5.21741 4.35073
H 2.05802 4.22465 4.96785
H 2.27029 5.12677 3.45661
H -0.58240 2.79053 4.60522
H 0.01336 1.48406 3.59734
H 0.99444 2.04206 4.94729
H 3.44000 2.73357 4.26582
H 4.98937 1.18321 2.65598
H 5.09136 1.09234 -0.07577
H 6.05608 -1.12034 -0.53394
H 5.90786 -3.67605 0.37676
H 4.75032 -3.94356 3.91202
H 4.52499 -5.63177 3.44872
H 5.80325 -4.67208 2.68995
H 2.30275 -3.53404 3.43909
H 1.68005 -3.87680 1.81739
H 2.10209 -5.20111 2.88942
H 4.77817 -5.48837 0.50716
H 3.25812 -6.12146 1.13229
H 3.23435 -4.78452 -0.00758
H 3.70809 2.40617 -1.81578
H 2.57452 1.51821 -4.10291
H 4.21223 -1.20941 -4.48816
H 3.70268 -2.52553 -3.41164
H 3.36989 -2.62421 -5.14394
H 2.47931 0.11921 -5.72296
H 1.41561 -1.22545 -6.10338
H 0.80275 0.11914 -5.14754
H 1.16762 -2.82025 -2.83876
H 0.01973 -1.86320 -3.76657
H 1.02738 -3.05774 -4.56587
N -0.88900 -0.33424 -1.32290
C -2.08156 -0.84610 -2.00489
C -2.35362 -0.02354 -3.26883
C -3.44159 -0.62222 -4.16927
C -4.44996 0.44524 -4.59248
N -5.01615 1.00931 -3.40161
C -5.46230 2.19803 -3.30652
N -6.08020 2.55115 -2.13601
N -5.49666 3.15390 -4.31080
C -3.24110 -0.93984 -0.99443
O -4.22712 -0.05007 -1.07155
O -3.24226 -1.80759 -0.16865
H -0.06643 -0.63194 -1.84010
H -0.90141 0.68181 -1.28137
H -1.86764 -1.89160 -2.27201
H -1.41528 0.03443 -3.82773
H -2.61006 1.00466 -2.98888
H -3.96712 -1.41400 -3.63685
H -2.98593 -1.06771 -5.05450
H -5.24298 -0.01480 -5.19390
H -3.94010 1.19263 -5.22389
H -4.38748 0.33054 -1.98266
H -5.96882 1.87125 -1.39788
H -6.01934 3.51354 -1.84672
H -4.80702 3.01478 -5.03503
H -5.52867 4.11296 -3.99771
Br -2.81531 4.36273 -2.41634
C -3.44019 3.94485 -0.65559
C -4.50711 4.65895 -0.13901
C -4.96412 4.33746 1.12913
C -4.34646 3.33827 1.86057
C -3.26751 2.64754 1.32958
C -2.81624 2.94680 0.05255
C -2.46609 1.62766 2.16284
O -2.72065 1.57551 3.36331
O -1.56750 1.05009 1.51245
H -4.96132 5.45895 -0.70808
H -5.80233 4.88242 1.54126
H -4.68070 3.08325 2.85433
H -1.96862 2.40333 -0.33548
Se -1.13858 -4.25291 -1.30709
Sb -2.70306 -3.97764 2.13319
Se -0.73062 -3.18577 0.64387
Se -1.92246 -6.15082 2.86534
Se -5.10246 -3.71588 2.44987
C -2.58404 -0.94704 4.99802
S -1.76701 -1.64054 3.57561
O -0.40100 -1.15113 3.54582
O -1.77742 -3.09396 3.86536
O -2.51001 -1.39593 2.37531
H -1.92061 -1.09666 5.84053
H -3.50933 -1.49120 5.13701
H -2.75077 0.10091 4.77826
*
```

The calculation puts the energy above the lowest of the compared OMol25 structures with the same formula, charge and spin at 308.9 kJ/mol. As for the LUMO energy: 3.191 eV. The HOMO-LUMO gap is 0.16511 hartree. The total energy is -16671.756643 hartree.


2.
C5H11N2 | ωB97M-V/def2-TZVPD

```
! RIJCOSX wB97M-V def2-TZVPD def2/J DEFGRID3
* xyz 1 1
C 1.81344 -1.58370 0.12160
C -2.14323 0.38962 -0.38316
C 1.61315 -0.31259 -0.04441
C 2.33823 0.81176 -0.62886
C -0.12055 0.72306 1.05147
N -3.14943 -0.53131 -0.55153
N -1.23674 0.08650 0.52554
H 1.08220 -2.25935 0.54613
H 2.92415 -1.92964 -0.26899
H -2.15644 1.47272 -0.84983
H 2.62348 1.56477 0.04888
H 3.08064 0.33491 -1.17129
H 1.76973 1.47467 -1.19552
H 0.27403 0.54734 1.98456
H -0.13934 1.82829 0.72697
H -4.11297 -0.24316 -0.59179
H -3.08524 -1.47263 -0.14136
H -1.37512 -0.90125 0.82159
*
```

The calculation puts the energy above the lowest of the compared OMol25 structures with the same formula, charge and spin at 440.9 kJ/mol. As for the LUMO energy: -4.331 eV. The HOMO-LUMO gap is 0.29223 hartree. The total energy is -306.215537 hartree.


3.
C88H212N17O27 | ωB97M-V/def2-TZVPD

```
! RIJCOSX wB97M-V def2-TZVPD def2/J DEFGRID3
* xyz 5 1
C -0.01902 2.59871 -3.38775
O 0.50851 2.42558 -2.04857
C -0.38627 2.94499 -1.06487
C -1.47504 1.97243 -0.64560
N -0.88469 0.70440 -0.00927
H -0.80507 0.00730 -0.73577
H -0.03769 0.86125 0.51808
C -1.92788 0.08962 0.93252
C -1.17040 -1.11351 1.69188
O -0.17533 -1.76907 0.83974
C 0.81700 -2.60960 1.37352
H 0.80652 2.47604 -4.08885
H -0.52586 3.54201 -3.59121
H -0.69640 1.75365 -3.51076
H -0.76994 3.90547 -1.40897
H 0.18969 3.24126 -0.18817
H -2.18071 1.77935 -1.45360
H -2.00496 2.43324 0.18803
H -2.88128 -0.18521 0.48129
H -2.12975 0.81716 1.71868
H -1.84576 -1.85537 2.11807
H -0.76171 -0.78757 2.64835
H 1.50764 -2.04381 1.99882
H 1.29395 -3.05586 0.50090
H 0.38750 -3.37064 2.02502
C -2.61068 -7.85497 -4.57966
O -3.57401 -6.98301 -4.02112
C -3.52381 -5.73396 -4.70330
C -4.70359 -4.83516 -4.41838
N -4.67626 -4.47489 -2.88181
H -4.46577 -5.39121 -2.51281
H -3.95282 -3.79911 -2.68168
C -5.99135 -3.88725 -2.37396
C -6.11018 -3.94097 -0.84642
O -5.08348 -3.20962 -0.17615
C -5.05724 -3.16729 1.25259
H -1.61034 -7.42353 -4.54412
H -2.70491 -7.98484 -5.65779
H -2.65451 -8.81643 -4.06802
H -3.55053 -5.82222 -5.78940
H -2.61575 -5.28015 -4.30635
H -5.60486 -5.44151 -4.50867
H -4.75543 -3.92845 -5.02110
H -6.74873 -4.44250 -2.92729
H -5.94057 -2.84229 -2.67986
H -6.06380 -4.97380 -0.50113
H -7.07988 -3.52851 -0.56775
H -6.04025 -3.43267 1.64164
H -4.86367 -2.11773 1.47407
H -4.42050 -3.82421 1.84514
C 2.36724 -6.30914 5.35408
C 1.19386 -6.22336 6.31181
N -0.15701 -6.95945 5.97687
C -0.08841 -8.48023 5.79674
C -1.07959 -6.76815 7.19075
C -2.52415 -7.23458 7.01886
C -0.75041 -6.33325 4.64653
C -0.78253 -4.78684 4.46526
O -1.28135 -4.05677 5.48668
C -1.42719 -2.62620 5.27565
H 3.34712 -6.17314 5.81172
H 2.30791 -5.44623 4.69080
H 2.43682 -7.27794 4.85942
H 0.99095 -5.17317 6.52167
H 1.51226 -6.75281 7.20982
H 0.65430 -8.64048 5.01521
H -1.01746 -8.98332 5.52865
H 0.23370 -8.83872 6.77440
H -1.10737 -5.68703 7.32680
H -0.60038 -7.18818 8.07508
H -3.13221 -6.78477 7.80374
H -2.65244 -8.31670 7.04466
H -2.99610 -6.86919 6.10680
H -1.68196 -6.87099 4.47003
H -0.04490 -6.73896 3.92145
H -1.19372 -4.61473 3.47057
H 0.25233 -4.46240 4.35622
H -0.68618 -2.16149 4.62523
H -1.54369 -2.08399 6.21403
H -2.38460 -2.44055 4.78883
C 2.34251 -0.43827 -3.56417
C 2.30222 -1.99220 -3.21124
N 1.92731 -2.89089 -4.39361
C 3.01014 -2.68362 -5.48572
C 2.12817 -4.34600 -4.01686
C 1.21755 -4.91025 -2.89118
C 0.45540 -2.66736 -4.95464
C 0.00177 -3.40028 -6.31634
O -0.23760 -4.71468 -5.96890
C -0.92767 -5.35691 -6.99583
H 3.22958 -0.01435 -4.03480
H 2.26559 -0.02792 -2.55730
H 1.52544 -0.07039 -4.18479
H 1.49393 -2.09501 -2.48723
H 3.27555 -2.33632 -2.86151
H 2.88033 -3.51297 -6.18100
H 3.93593 -2.81720 -4.92611
H 3.06969 -1.66432 -5.86727
H 3.17413 -4.55382 -3.79125
H 1.99486 -4.99916 -4.87923
H 0.28288 -5.21667 -3.36086
H 1.06204 -4.25516 -2.03399
H 1.59935 -5.90220 -2.64963
H 0.24236 -1.59892 -4.92090
H -0.18362 -2.99668 -4.13530
H 0.78656 -3.24528 -7.05673
H -0.90005 -2.89511 -6.66221
H -0.34650 -5.46275 -7.91188
H -1.83769 -4.85801 -7.32909
H -1.09683 -6.41799 -6.81255
C -2.74561 4.12416 -5.45031
C -4.05910 3.71672 -6.09613
N -3.92879 3.00456 -7.48036
C -5.32497 2.61035 -8.03859
C -3.23775 4.01092 -8.45214
C -3.98595 5.39915 -8.67713
C -3.00326 1.76062 -7.26673
C -3.37118 0.71646 -6.14829
O -4.72598 0.19725 -6.38752
C -5.00908 -0.99445 -5.69577
H -2.98707 4.90763 -4.73199
H -2.16273 4.75056 -6.12557
H -2.13947 3.36406 -4.95741
H -4.75119 4.53828 -6.28092
H -4.59934 3.00777 -5.46871
H -6.00200 2.10820 -7.34752
H -5.30240 2.23346 -9.06111
H -5.72083 3.60903 -8.22307
H -3.18423 3.57957 -9.45173
H -2.26075 4.27303 -8.04612
H -4.25428 5.93585 -7.76716
H -4.89073 5.17301 -9.24133
H -3.41861 6.09842 -9.29134
H -2.06615 2.18332 -6.90448
H -2.75049 1.46407 -8.28470
H -3.34956 1.13398 -5.14166
H -2.64748 -0.09774 -6.11012
H -4.25308 -1.76099 -5.86599
H -5.91649 -1.38863 -6.15331
H -5.20071 -0.83716 -4.63434
C -2.23113 -9.80874 -1.54629
C -3.15448 -8.65331 -1.04785
N -2.83947 -8.02510 0.33601
C -3.97550 -7.02290 0.65612
C -2.83407 -9.10959 1.50849
C -3.96243 -10.12541 1.76674
C -1.49439 -7.16601 0.37904
C -1.20917 -6.24982 -0.85164
O -2.10861 -5.07986 -1.14735
C -1.69263 -3.92795 -0.43298
H -2.04972 -10.60390 -0.82316
H -1.19584 -9.51631 -1.72175
H -2.60414 -10.35353 -2.41356
H -4.18568 -9.00568 -1.07139
H -3.21832 -7.75590 -1.66322
H -3.84737 -6.16131 0.00086
H -3.80778 -6.71985 1.68963
H -4.97951 -7.43821 0.56907
H -2.49886 -8.64179 2.43418
H -1.96564 -9.68159 1.18177
H -3.72431 -10.84447 2.55055
H -4.06290 -10.64657 0.81469
H -4.89127 -9.60626 2.00307
H -0.69548 -7.86659 0.62196
H -1.62697 -6.57329 1.28415
H -1.10856 -6.84575 -1.75875
H -0.24457 -5.77772 -0.66518
H -2.50345 -3.19988 -0.45705
H -0.90186 -3.36062 -0.92381
H -1.45760 -3.96480 0.63074
C 4.28739 -1.71616 1.22763
C 5.02891 -0.98820 0.02912
N 5.99169 0.12881 0.47841
C 5.14924 1.18694 1.28078
C 7.10359 -0.39572 1.46781
C 8.09414 -1.39379 0.89127
C 6.60014 0.70787 -0.80443
C 7.77619 1.58214 -0.62010
O 7.40890 2.87142 -0.20815
C 8.43976 3.67582 0.32662
H 3.67769 -1.03624 1.82267
H 4.95390 -2.19953 1.94193
H 3.58610 -2.49026 0.91606
H 4.42919 -0.67501 -0.82549
H 5.68993 -1.73214 -0.41552
H 4.35131 1.54129 0.62821
H 5.84760 1.96684 1.58431
H 4.75486 0.81019 2.22451
H 6.49133 -0.71680 2.31051
H 7.57020 0.48140 1.91617
H 8.82614 -1.63210 1.66295
H 8.47641 -1.02585 -0.06089
H 7.61069 -2.33063 0.61433
H 5.70525 1.13698 -1.25514
H 6.91200 -0.23724 -1.24894
H 8.16530 1.77722 -1.61942
H 8.65370 1.18522 -0.10969
H 8.11541 4.64981 0.69303
H 9.19308 3.78129 -0.45407
H 8.79684 3.25539 1.26674
C 2.65078 4.17816 5.70740
C 2.26676 3.44363 7.06945
C 2.03975 1.90596 6.92508
C 3.30995 1.13255 6.35427
N 3.17703 -0.44549 6.58608
C 4.10472 -1.11764 5.59020
C 3.50720 -2.45391 5.19695
C 2.09264 -2.49290 5.75808
C 1.80608 -1.05406 6.26516
C 3.71047 -0.76108 7.96016
H 3.04363 5.18477 5.85067
H 1.94243 4.21796 4.87990
H 3.60617 3.87004 5.28267
H 1.31811 3.84747 7.42313
H 3.07675 3.52352 7.79446
H 1.17958 1.56728 6.34758
H 1.78087 1.67609 7.95864
H 4.30216 1.47095 6.65279
H 3.23263 1.13653 5.26702
H 5.13734 -1.10304 5.93889
H 4.08324 -0.63974 4.61078
H 4.05037 -3.26364 5.68420
H 3.41679 -2.67721 4.13391
H 1.97499 -3.20419 6.57559
H 1.46238 -2.88846 4.96158
H 1.20953 -1.04567 7.17738
H 1.40840 -0.45156 5.44849
H 4.68145 -0.27358 8.04748
H 3.75774 -1.83858 8.11786
H 3.03613 -0.43302 8.75120
C 1.35223 5.46284 -5.86801
C 1.28176 6.70266 -4.97968
C 0.14498 6.67270 -3.84593
C 0.24720 7.92939 -2.97999
N -0.81074 7.99845 -1.73231
C -2.28516 7.73568 -2.11654
C -3.07419 8.42528 -1.04893
C -2.24478 9.66445 -0.68648
C -0.92984 9.51796 -1.34702
C -0.26877 7.03870 -0.64160
H 2.06294 5.64164 -6.67487
H 0.38080 5.15949 -6.25840
H 1.58005 4.58335 -5.26578
H 1.11518 7.63297 -5.52269
H 2.24344 6.77838 -4.47218
H 0.17704 5.89587 -3.08199
H -0.82910 6.65725 -4.33483
H -0.01184 8.73025 -3.67253
H 1.23384 8.08196 -2.54252
H -2.39439 6.65641 -2.22302
H -2.44607 8.26306 -3.05679
H -3.28342 7.71579 -0.24833
H -4.05648 8.72319 -1.41560
H -2.04042 9.54791 0.37783
H -2.68758 10.63654 -0.90344
H -0.15485 9.78284 -0.62777
H -0.87734 10.09889 -2.26782
H -0.33403 6.01160 -1.00062
H -0.84941 7.17349 0.27097
H 0.74414 7.35134 -0.38789
C 4.04112 3.95221 -3.88780
C 3.27246 4.06557 -2.62050
C 3.66299 5.33244 -1.84891
C 3.09934 5.32461 -0.35227
N 3.99985 6.07723 0.67833
C 5.46700 5.54596 0.72148
C 5.87842 5.32421 2.24652
C 4.71621 5.97924 3.02124
C 3.46498 5.77846 2.07724
C 4.01966 7.60827 0.43816
H 3.92199 4.77169 -4.59658
H 3.91108 3.03618 -4.46407
H 5.10239 3.83721 -3.66746
H 3.52204 3.24439 -1.94860
H 2.21507 3.89176 -2.82010
H 3.24904 6.22795 -2.31238
H 4.73142 5.53757 -1.78200
H 3.07533 4.31317 0.05332
H 2.12501 5.77286 -0.15768
H 6.08447 6.35847 0.33851
H 5.43638 4.60255 0.17638
H 6.86177 5.78818 2.32300
H 5.73010 4.25320 2.38458
H 5.00848 7.01785 3.17612
H 4.49935 5.42065 3.93176
H 2.63007 6.43697 2.31682
H 3.01729 4.79654 2.23056
H 4.66449 8.17968 1.10582
H 2.98464 7.94700 0.48401
H 4.35254 7.70460 -0.59529
C -1.40574 0.57723 7.42221
C -1.66617 1.07964 5.99540
C -1.59015 2.59946 5.85445
C -1.51357 3.00613 4.38717
N -2.10693 4.42896 4.17527
C -3.62527 4.47613 4.55374
C -4.22351 5.64382 3.77408
C -3.28730 5.87053 2.54268
C -2.18052 4.79107 2.67389
C -1.27776 5.54038 4.89265
H -1.35227 -0.51093 7.45625
H -2.17906 0.85977 8.13653
H -0.38053 0.75960 7.74437
H -2.65705 0.74550 5.68780
H -1.09451 0.52727 5.24963
H -0.81728 3.19445 6.34104
H -2.48612 3.04788 6.28372
H -2.24243 2.37117 3.88350
H -0.53042 2.83172 3.95002
H -3.65638 4.61450 5.63448
H -4.05966 3.56045 4.15257
H -4.39523 6.51954 4.39996
H -5.27687 5.45469 3.56730
H -2.76959 6.82974 2.54615
H -3.80186 5.67346 1.60221
H -1.32154 5.22883 2.16534
H -2.41612 4.02430 1.93590
H -1.78576 6.49284 4.74142
H -0.26564 5.41232 4.50885
H -1.44627 5.38543 5.95834
N 1.95365 1.56768 2.41665
O 2.78166 2.34024 2.81095
O 1.38046 0.68706 3.02423
O 1.72099 1.68442 1.20007
N -2.81782 -1.12199 -2.84925
O -3.70435 -0.34601 -2.55760
O -2.96193 -2.24599 -3.22906
O -1.69560 -0.77661 -2.64593
N 0.77665 1.25527 -6.70321
O 0.23188 2.32880 -6.61970
O 2.02224 1.23882 -6.49437
O 0.12340 0.18418 -6.82013
N -3.70697 4.64719 -1.33395
O -3.37321 3.98821 -2.29375
O -4.77429 5.18910 -1.22037
O -2.90140 4.79045 -0.45472
N 2.20572 -5.64413 1.40526
O 1.15673 -6.14571 1.61775
O 2.54684 -5.43331 0.26844
O 2.99213 -5.30751 2.27832
N -5.21389 2.33303 1.92513
O -5.28278 2.46325 0.72975
O -4.37638 1.64858 2.48458
O -6.00267 2.97123 2.60440
*
```

As for the LUMO energy: -7.716 eV. The HOMO-LUMO gap is 0.22324 hartree. The total energy is -6439.574147 hartree.